Molecular formula: C21H43CoN2P3Se
Method: DFT, ωB97M-V/def2-TZVPD

## Properties
Net charge: +3
LUMO (alpha / beta) in eV: -9.35 / -12.41
Energy relative to the best compared isomer or geometry (same formula, charge and spin) in kJ/mol: 0.0
<S²>: 6.051
Spin multiplicity: 5

Atoms and positions in Å:
Co 0.05082 0.50430 1.13911
P 0.28905 2.29705 2.30798
P -2.18702 0.72602 0.64451
P 2.23903 0.11253 0.64836
H -1.43750 -2.98635 -7.87360
C -0.57564 -3.64382 -7.70196
C -0.73845 -4.91374 -7.28708
H -1.73535 -5.33540 -7.10680
C 0.41417 3.91004 1.43371
C -1.09825 2.64019 3.45903
C 1.77729 2.39334 3.37811
C -2.84470 -0.39850 -0.64502
C -3.37979 0.42402 2.00159
C -2.75342 2.35486 -0.02782
C 2.53569 -1.16665 -0.62825
C 3.27108 -0.49896 2.02969
C 3.24729 1.50693 -0.03011
H 0.42098 -3.23965 -7.92071
H 0.11888 -5.58135 -7.13404
H 0.44137 4.70415 2.19315
H -0.44592 4.07470 0.77473
H 1.33614 3.95413 0.84163
H -0.79771 3.45380 4.13292
H -1.35157 1.75912 4.05975
H -1.98421 2.96459 2.89854
H 1.70454 3.30837 3.98155
H 2.68487 2.45581 2.76458
H 1.85006 1.53305 4.05254
H -3.94312 -0.39863 -0.60488
H -2.49162 -1.42222 -0.46952
H -2.52317 -0.07980 -1.64403
H -4.28975 1.01768 1.83907
H -2.95094 0.68416 2.97411
H -3.64449 -0.63944 2.00351
H -3.85023 2.35660 -0.08798
H -2.34011 2.50525 -1.03575
H -2.43884 3.19109 0.60688
H 3.60710 -1.41135 -0.65517
H 2.21603 -0.81578 -1.61795
H 1.97449 -2.07487 -0.37653
H 4.30917 -0.60800 1.68820
H 2.89541 -1.47751 2.34985
H 3.24386 0.19213 2.87871
H 4.31168 1.23628 0.00966
H 3.10344 2.43203 0.54036
H 2.96449 1.69928 -1.07409
C 0.14153 0.41513 -2.84455
C -0.23496 -0.93897 -2.86101
C -0.30050 -1.61670 -4.09086
C 0.04954 -0.97338 -5.28006
C 0.46330 0.36794 -5.25283
C 0.50538 1.05341 -4.04266
Se 0.19499 1.67907 -1.36484
H 0.02699 0.29059 -0.43270
H -0.47906 -1.45818 -1.92885
H -0.63290 -2.65804 -4.12109
H -0.00331 -1.51594 -6.22810
H 0.74774 0.88729 -6.16569
H 0.81701 2.09806 -4.00165
C 0.10429 -0.37205 4.95332
C -0.11639 -1.27702 3.80686
N -0.15487 -1.12273 2.47433
C -0.40403 -2.39375 1.93338
C -0.51657 -3.28786 2.96139
N -0.33405 -2.56797 4.12407
H -0.76305 -0.42742 5.63066
H 0.99755 -0.70070 5.50912
H 0.23295 0.65332 4.61281
H -0.48236 -2.56421 0.87052
H -0.70905 -4.34755 2.95135
H -0.35530 -2.92181 5.07652

=====

Molecular formula: C21H43CrN2P3S
Method: DFT, ωB97M-V/def2-TZVPD

## Properties
Net charge: +3
LUMO (alpha / beta) in eV: -11.42 / -11.82
Energy relative to the best compared isomer or geometry (same formula, charge and spin) in kJ/mol: 74.5
<S²>: 4.137
Spin multiplicity: 4

Atoms and positions in Å:
Cr -0.51449 -0.15795 -1.12652
P 1.75244 0.64679 0.27217
P -2.25682 1.57068 -0.54843
P 0.50359 1.55512 -2.74065
H 1.50695 -4.43579 -1.18759
C 2.55031 -4.11312 -1.17646
C 3.08807 -3.48596 -0.11670
H 2.61038 -3.43306 0.87435
C 2.21789 -0.43245 1.67263
C 1.61400 2.24444 1.18440
C 3.39397 0.84870 -0.53527
C -3.90169 0.86200 -0.91926
C -2.58487 2.07968 1.19193
C -2.42088 3.21642 -1.32784
C 1.92745 0.76339 -3.60469
C 1.13672 3.18027 -2.20212
C -0.54739 2.03075 -4.16068
H 3.14051 -4.30104 -2.09304
H 4.11633 -3.11112 -0.15460
H 1.99049 -1.46207 1.39264
H 1.67197 -0.17453 2.58867
H 3.29426 -0.34482 1.87285
H 0.67163 2.29196 1.74335
H 1.65688 3.09843 0.49884
H 2.45090 2.29761 1.89681
H 3.43694 0.23546 -1.44336
H 4.18466 0.51424 0.15273
H 3.56734 1.90182 -0.79399
H -4.67554 1.60773 -0.68226
H -4.04133 -0.03667 -0.30612
H -3.94745 0.58955 -1.98038
H -3.27996 2.93668 1.19877
H -1.64865 2.38075 1.68157
H -3.04295 1.25394 1.75432
H -3.40614 3.61283 -1.03558
H -2.36870 3.14800 -2.41760
H -1.63887 3.89116 -0.95736
H 1.70098 0.63657 -4.67222
H 2.09332 -0.23646 -3.18266
H 2.83128 1.37366 -3.49118
H 1.41448 3.72698 -3.11374
H 2.01662 3.07855 -1.55878
H 0.36434 3.74696 -1.66872
H -0.55348 1.20766 -4.88797
H -0.08157 2.93070 -4.59201
H -1.57625 2.25496 -3.84994
C -0.88027 -2.45543 -4.23122
C -2.05682 -2.31666 -5.03426
C -2.17544 -3.12101 -6.17434
C -1.21016 -4.10004 -6.45948
C -0.20548 -4.38657 -5.52845
C -0.08728 -3.62084 -4.37052
S -0.32388 -1.17107 -3.24147
H -1.68274 -0.95039 -1.69805
H -2.81751 -1.57850 -4.75021
H -3.00954 -2.94426 -6.86142
H -1.23907 -4.62283 -7.42562
H 0.50929 -5.17767 -5.71884
H 0.62703 -3.86337 -3.59173
C -1.17648 -0.91840 4.27562
N -1.36558 -1.18964 2.86578
C -1.99306 -2.28106 2.29845
C -1.81759 -2.18447 0.95294
N -1.11421 -1.01910 0.69016
C -0.87187 -0.42071 1.86718
H -1.99040 -1.38227 4.84504
H -0.22389 -1.32807 4.64622
H -1.18178 0.16330 4.44277
H -2.47457 -3.03175 2.88577
H -2.10887 -2.87572 0.17350
H -0.37389 0.52052 2.07394

=====

Molecular formula: C21H43HfN2P3Se
Method: DFT, ωB97M-V/def2-TZVPD

## Properties
Net charge: +4
LUMO (alpha / beta) in eV: -15.01 / -15.01
Energy relative to the best compared isomer or geometry (same formula, charge and spin) in kJ/mol: 102.0

Atoms and positions in Å:
Hf -0.28532 -0.66235 0.72928
P 0.12602 1.73443 1.91774
P -2.60998 0.28051 0.23564
P 2.18258 -0.46280 0.12795
H -1.78771 -1.83639 -2.40515
C -0.81496 -1.62253 -1.89672
C -0.60060 -2.25991 -0.59215
H -1.50222 -2.76331 -0.12162
C 0.29285 3.21322 0.84213
C -1.17996 2.37500 3.07786
C 1.61570 1.98001 2.96561
C -3.56257 -0.54332 -1.09179
C -3.71414 -0.03767 1.67244
C -2.99559 2.02879 -0.15160
C 2.73928 -1.56365 -1.22181
C 3.24690 -1.04291 1.52073
C 2.99919 1.11674 -0.37172
H -0.02907 -1.79446 -2.64103
H 0.33207 -2.86286 -0.37653
H 0.36957 4.13558 1.43698
H -0.56506 3.29532 0.16812
H 1.18402 3.13108 0.21396
H -0.81840 3.26482 3.62037
H -1.46405 1.61403 3.81108
H -2.08568 2.65357 2.53027
H 1.46577 2.86927 3.59745
H 2.51863 2.12295 2.36442
H 1.80365 1.12133 3.61759
H -4.60830 -0.21018 -1.03439
H -3.50136 -1.63359 -0.97123
H -3.10466 -0.25582 -2.04959
H -4.72510 0.22289 1.33066
H -3.42479 0.56886 2.54198
H -3.68037 -1.10017 1.94833
H -4.09473 2.13415 -0.25586
H -2.49749 2.28597 -1.10433
H -2.63195 2.71204 0.63279
H 3.81632 -1.39379 -1.38170
H 2.17644 -1.33209 -2.13397
H 2.56621 -2.61528 -0.95644
H 4.16597 -1.44177 1.07244
H 2.74133 -1.83481 2.09056
H 3.47402 -0.20778 2.19586
H 4.01598 0.86885 -0.75063
H 3.08262 1.81361 0.48183
H 2.38439 1.58698 -1.16572
C 0.42634 1.61456 -4.46188
C 0.01928 0.28707 -4.41313
C 0.29101 -0.60061 -5.46201
C 0.92684 -0.14295 -6.62776
C 1.32929 1.18789 -6.70835
C 1.06297 2.06328 -5.65787
Se -0.19903 2.68526 -2.98748
H 1.14306 2.94328 -2.44238
H -0.52751 -0.04062 -3.52806
H 0.03911 -1.62661 -5.33475
H 1.04935 -0.81199 -7.46242
H 1.85807 1.53293 -7.59937
H 1.33404 3.11158 -5.74343
C -0.06951 -0.99455 4.62667
C -0.16510 -2.12994 3.69630
N -0.19806 -2.22053 2.34625
C -0.18529 -3.62527 2.04827
C -0.21547 -4.32290 3.21563
N -0.17682 -3.37101 4.21245
H -0.92088 -1.04160 5.32839
H -0.07690 -0.04788 4.08325
H 0.86625 -1.08548 5.20434
H -0.20413 -4.00358 1.05875
H -0.22186 -5.42378 3.33566
H -0.20052 -3.58914 5.20285

=====

Molecular formula: C21H43I2NO4S
Method: DFT, ωB97M-V/def2-TZVPD

## Properties
LUMO in eV: -0.91

Atoms and positions in Å:
C 4.12576 -2.56124 3.51627
C 5.26361 -2.29082 2.52249
O 5.10165 -3.08778 1.36999
C 5.13437 -2.39918 0.13962
C 3.72560 -2.06626 -0.35692
O 3.63785 -0.62835 -0.55965
C 2.92292 -0.19872 -1.63153
N 1.86111 0.81942 -1.19326
C 2.52629 1.96506 -0.48552
C 2.92435 1.73146 0.96982
C 4.11930 2.60606 1.35668
S 3.68686 4.35635 1.52036
C 0.85028 0.06292 -0.39714
C -0.11203 0.87161 0.48047
C -1.54135 0.31966 0.43493
C -2.59978 1.37127 0.74759
C -4.02445 0.82424 0.51217
C -4.74214 0.50293 1.82839
C -5.92910 -0.45347 1.67123
C -6.89877 -0.06475 0.56077
O -6.70871 -0.81376 -0.65059
C -7.00909 -2.11260 -0.56398
C -6.49328 -2.91641 -1.71233
O -7.65116 -2.57955 0.33273
C 1.33086 1.34018 -2.52139
C -0.12791 1.73421 -2.63470
C -0.52123 1.67474 -4.11491
I -0.50379 3.75901 -1.98086
H 3.75640 -3.56784 3.33631
H 3.31586 -1.84555 3.37410
H 4.47788 -2.49362 4.54330
H 5.25632 -1.22723 2.27087
H 6.21660 -2.51592 3.00314
H 5.71010 -1.47696 0.19805
H 5.64735 -2.98611 -0.63929
H 3.01399 -2.34963 0.42122
H 3.54250 -2.59317 -1.29165
H 3.56679 0.30253 -2.35852
H 2.37204 -1.00197 -2.12507
H 3.42670 2.18436 -1.06114
H 1.91718 2.86105 -0.55612
H 3.11202 0.69632 1.23085
H 2.09333 2.05304 1.60084
H 4.51691 2.22359 2.29231
H 4.89056 2.50705 0.59552
H 2.40721 4.19052 1.86299
H 1.35403 -0.68302 0.20977
H 0.25789 -0.50564 -1.11400
H -0.10272 1.93831 0.26900
H 0.22682 0.76676 1.51105
H -1.65235 -0.51405 1.13068
H -1.76792 -0.09094 -0.55378
H -2.45800 2.24123 0.10750
H -2.52390 1.67927 1.79121
H -4.59909 1.55622 -0.05327
H -3.97899 -0.07653 -0.10422
H -5.05458 1.44547 2.27973
H -4.02007 0.01783 2.48835
H -5.54226 -1.46168 1.53475
H -6.47581 -0.45944 2.61392
H -7.93001 -0.13522 0.89590
H -6.73002 0.97053 0.27476
H -5.58082 -2.50145 -2.12744
H -6.32550 -3.92888 -1.36074
H -7.26941 -2.94307 -2.47581
H 1.55572 0.60779 -3.29534
H 1.93110 2.21374 -2.76609
H -0.82621 1.10274 -2.09897
H -0.59791 0.62543 -4.40259
H 0.17729 2.21985 -4.74349
H -1.51112 2.10619 -4.23414
I 7.85606 -2.91809 -1.63516

=====

Molecular formula: C21H43N2OP3Pr
Method: DFT, ωB97M-V/def2-TZVPD

## Properties
Net charge: +3
LUMO (alpha / beta) in eV: -10.29 / -11.75
Energy relative to the best compared isomer or geometry (same formula, charge and spin) in kJ/mol: 461.2
<S²>: 2.394
Spin multiplicity: 3

Atoms and positions in Å:
Pr 0.09565 -0.43782 0.76624
P -1.67815 -2.17848 1.14930
P 1.52300 -1.28155 2.77230
P 1.51752 -1.99487 -0.82092
H -0.58062 5.87598 -6.47444
C -0.65629 4.98208 -7.10393
C -1.84006 4.44675 -7.41965
H -2.78046 4.87954 -7.05928
C -3.15566 -1.48688 1.88206
C -1.34665 -3.60086 2.18064
C -2.21990 -2.86043 -0.42401
C 3.06776 -0.38963 2.77861
C 0.76062 -0.94460 4.32760
C 1.91753 -2.99902 2.84721
C 0.89208 -1.78810 -2.48059
C 1.68163 -3.73469 -0.57817
C 3.20185 -1.37161 -0.90601
H 0.28298 4.55543 -7.47338
H -1.91702 3.55921 -8.05819
H -3.44586 -0.53688 1.41912
H -3.00448 -1.31190 2.95245
H -3.95281 -2.21981 1.74460
H -1.05911 -3.28939 3.19115
H -0.54739 -4.22168 1.76653
H -2.27094 -4.17925 2.22832
H -2.62241 -2.07229 -1.07104
H -3.00003 -3.59533 -0.20320
H -1.38182 -3.33061 -0.95344
H 3.55446 -0.67578 3.71234
H 2.90388 0.69440 2.74611
H 3.69419 -0.66742 1.92444
H 1.45123 -1.36674 5.05598
H -0.21359 -1.43877 4.41527
H 0.63269 0.12301 4.51143
H 2.98810 -3.06446 3.02974
H 1.66185 -3.58403 1.95856
H 1.36935 -3.40289 3.69853
H 1.34184 -2.58705 -3.06295
H 1.18654 -0.81107 -2.88496
H -0.20377 -1.85272 -2.53738
H 1.88304 -4.14972 -1.56652
H 0.77744 -4.19725 -0.16512
H 2.52520 -3.94262 0.08312
H 3.62453 -1.76099 -1.83667
H 3.77664 -1.73307 -0.04534
H 3.22725 -0.27527 -0.91050
C -0.48441 0.82429 -1.98590
C 0.60421 1.72112 -1.85700
C 0.90967 2.58232 -2.90333
C 0.16842 2.56189 -4.08664
C -0.89253 1.65975 -4.20663
C -1.21635 0.79667 -3.17810
O -0.86765 -0.01560 -1.05683
H 1.51259 0.53126 0.51241
H 1.19289 1.73030 -0.93299
H 1.73808 3.27972 -2.79125
H 0.41200 3.24023 -4.90739
H -1.48217 1.62787 -5.11900
H -2.03716 0.09125 -3.25091
C -0.93059 4.64863 3.13048
N -1.03847 3.19606 2.94750
C -1.72796 2.34101 3.80557
C -1.54825 1.09428 3.35063
N -0.77530 1.15702 2.20140
C -0.48727 2.44436 2.00333
H -1.92929 5.10770 3.10345
H -0.46294 4.86691 4.10087
H -0.31217 5.06719 2.33215
H -2.26198 2.66438 4.68620
H -1.88816 0.17506 3.79825
H 0.14294 2.82540 1.19773

=====

Molecular formula: C21H43O14Zn
Method: DFT, ωB97M-V/def2-TZVPD

## Properties
Net charge: +1
LUMO in eV: -3.09
Energy relative to the best compared isomer or geometry (same formula, charge and spin) in kJ/mol: 0.0

Atoms and positions in Å:
Zn -0.34990 -1.64809 0.38725
O -0.10650 -0.05975 -0.67571
H 0.23681 0.76206 -0.98236
C 2.96171 0.63682 0.96639
O 2.65449 0.46003 2.34033
C 1.72567 -0.40891 2.63934
O 1.09443 -1.04961 1.83323
O 1.56318 -0.43123 3.95027
C 0.72828 -1.45102 4.49069
H 3.61500 1.49382 0.83087
H 2.05574 0.74169 0.36918
H 3.52297 -0.22853 0.60144
H 1.30604 -2.31866 4.79483
H -0.08350 -1.72114 3.81357
H 0.22712 -0.99210 5.34188
C 1.53270 1.56726 -2.78894
O 2.87771 2.01535 -2.95327
C 3.39182 2.01938 -4.18034
O 2.78827 1.75558 -5.18340
O 4.68059 2.32287 -4.21086
C 5.37243 2.73585 -3.04760
H 1.26445 1.93977 -1.80547
H 1.49792 0.48225 -2.83386
H 0.86446 2.02482 -3.51683
H 4.87427 3.59069 -2.58827
H 6.36679 3.06491 -3.33829
H 5.51159 1.96969 -2.28362
C -2.43869 -4.92661 -0.65617
O -3.04687 -4.02934 -1.55405
C -2.47853 -2.85317 -1.72755
O -1.56623 -2.37767 -1.08296
O -2.97437 -2.28319 -2.78412
C -2.51198 -0.98142 -3.11788
H -2.42996 -4.55220 0.37132
H -1.41563 -5.16617 -0.95508
H -2.98651 -5.86476 -0.62747
H -2.22939 -1.04069 -4.16941
H -1.63659 -0.63015 -2.56645
H -3.29244 -0.23085 -3.01796
C 3.35987 -3.02833 -1.50044
C 2.10757 -3.47175 -0.78800
O 1.24139 -2.66669 -0.47782
C 1.91766 -4.91363 -0.47115
H 4.13309 -3.77009 -1.28810
H 3.70274 -2.08150 -1.08816
H 3.26205 -2.98078 -2.58342
H 2.46587 -5.55090 -1.16364
H 0.86324 -5.16581 -0.55195
H 2.28977 -5.04011 0.54879
C -2.87065 -0.93390 3.75928
C -2.15604 -0.13373 2.67609
O -1.96655 -0.60145 1.56932
C -1.64617 1.24409 3.06152
H -3.94123 -0.74905 3.70825
H -2.42522 -0.64914 4.71128
H -2.64202 -1.98644 3.59346
H -0.56967 1.19046 3.22494
H -2.17002 1.53798 3.96702
H -1.87903 1.91412 2.23572
C -4.01158 0.18228 -0.16235
C -3.49771 1.58824 0.16823
O -4.04761 2.32415 0.94303
C -2.34861 2.03294 -0.71554
H -4.62443 0.25495 -1.06267
H -4.66609 -0.26836 0.58079
H -3.09632 -0.39385 -0.31386
H -1.46448 1.69104 -0.15015
H -2.19584 3.10915 -0.73281
H -2.27556 1.52085 -1.66825
C -1.52170 4.77038 1.14152
C -0.19265 4.20098 1.56833
O 0.31906 4.42599 2.63802
C 0.62858 3.46196 0.51386
H -2.34713 4.17924 1.54738
H -1.58619 4.81413 0.05533
H -1.70688 5.78115 1.50442
H 0.16497 2.47229 0.42151
H 1.62898 3.32744 0.91462
H 0.59716 4.02413 -0.41706